(1)
Here is a molecular structure, C38H44F3N2O2OsS in a non-equilibrium geometry from the OMol25 dataset. Energies are from the ωB97M-V functional and the def2-TZVPD basis.

```
! wB97M-V def2-TZVPD RIJCOSX def2/J DEFGRID3
* xyz 1 5
Os -0.88960 0.34399 1.18628
C 0.64643 3.70563 -5.61014
C 0.66534 2.29718 -4.98776
C 2.11204 1.80699 -5.04217
C -0.23906 1.37377 -5.83663
C 0.19531 2.22675 -3.56038
C 0.36054 1.06083 -2.84759
C -0.03420 0.99304 -1.49942
N -0.07486 -0.05085 -0.61642
C 0.37502 -1.35961 -0.78095
C 0.85570 -1.94717 -1.93315
C 1.24840 -3.27585 -1.88034
C 1.18984 -3.99401 -0.65147
C 0.75628 -3.48124 0.54419
C 0.26235 -2.11723 0.43971
O -0.20786 -1.53058 1.48092
C 0.74767 -4.29941 1.84435
C -0.66907 -4.55628 2.35184
C 1.52284 -3.52361 2.95169
C 1.44433 -5.65946 1.65749
C 1.84998 -3.93313 -3.08845
C 0.84721 -3.78967 -4.23492
C 3.16285 -3.18069 -3.40662
C 2.22227 -5.40641 -2.90258
C -0.61773 2.20797 -0.90977
O -1.08364 2.11883 0.27461
C -0.68709 3.44919 -1.62331
C -0.31395 3.42204 -2.94762
C -1.18674 4.76873 -0.94656
C -0.31096 5.01296 0.26739
C -2.63825 4.66923 -0.53762
C -1.02430 5.95773 -1.93534
H 1.17933 3.69221 -6.56566
H 1.10407 4.42666 -4.94451
H -0.38326 4.06781 -5.82949
H 2.48230 1.85109 -6.07548
H 2.25785 0.79007 -4.66548
H 2.70803 2.50049 -4.46943
H 0.01958 1.46558 -6.89078
H -1.29035 1.60353 -5.71776
H -0.06612 0.32468 -5.59332
H 0.72763 0.19958 -3.40463
H 0.90985 -1.45162 -2.86112
H 1.51866 -5.00855 -0.67951
H -1.22844 -3.63807 2.58018
H -0.58083 -5.14513 3.27016
H -1.27946 -5.11205 1.64192
H 1.00020 -2.59129 3.24824
H 2.52930 -3.29962 2.60709
H 1.58566 -4.18065 3.83070
H 0.95212 -6.28963 0.89132
H 1.38835 -6.18854 2.59423
H 2.47164 -5.50269 1.31397
H 0.75328 -2.75190 -4.60655
H -0.16123 -4.02975 -3.91662
H 1.14866 -4.41557 -5.09948
H 2.99935 -2.09867 -3.39608
H 3.51787 -3.47496 -4.40640
H 3.90859 -3.46169 -2.64989
H 1.34539 -6.03859 -2.66532
H 2.98245 -5.56252 -2.12216
H 2.59973 -5.77337 -3.84194
H -0.41265 4.26727 -3.58127
H -0.46404 4.28495 1.07043
H -0.52621 6.01302 0.67115
H 0.74387 4.97290 -0.06643
H -2.84672 3.83463 0.14257
H -3.31288 4.62904 -1.39138
H -2.95071 5.58129 0.00248
H -0.00279 6.08112 -2.32298
H -1.29403 6.89568 -1.43453
H -1.70309 5.88842 -2.81492
S -3.03494 -0.04725 1.01059
C -3.19069 -1.53146 1.75728
N -3.55960 -2.49802 2.25497
F -0.82747 2.04884 10.47182
C -1.96968 1.87912 9.79685
F -2.67754 3.01330 9.91724
F -2.64684 0.90755 10.40621
C -1.70045 1.57740 8.34283
C -0.41804 1.38834 7.88376
C -0.20348 1.19495 6.53281
C -1.27816 1.20896 5.65273
C -2.57749 1.37960 6.12988
C -2.77378 1.53507 7.47526
C -1.05883 1.03615 4.27340
C -0.91736 0.82331 3.05615
H 0.43727 1.40438 8.49340
H 0.77873 1.01447 6.16677
H -3.41802 1.39063 5.46144
H -3.78165 1.60986 7.84604
*
```

## Properties
Kohn-Sham gap (alpha / beta) ... 0.2506 / 0.2218 Eh
DFT total energy ... -2522.54558 hartree

(2)
Here is a molecular structure, C38H44FeN5O9PS2 from the OMol25 dataset. Energies are from the ωB97M-V functional and the def2-TZVPD basis.

```
! wB97M-V def2-TZVPD RIJCOSX def2/J DEFGRID3
* xyz -2 5
Fe -0.69734 -0.69542 -1.13207
O -2.60940 -0.90308 -0.74380
C -3.77738 -0.48593 -0.36542
C -4.94565 -1.15989 -0.79428
C -6.21208 -0.68778 -0.50110
C -6.38873 0.49422 0.22379
C -5.25565 1.17073 0.65305
C -3.97044 0.69588 0.40091
C -2.80381 1.48953 0.85816
N -1.89915 1.11869 1.66650
N -2.11374 -0.07823 2.32055
C -1.39882 -1.09509 1.98604
O -0.55318 -1.20756 1.02373
C -1.48471 -2.28994 2.90589
C -0.95217 -3.50053 2.47279
C -0.96945 -4.61262 3.31199
C -1.51362 -4.52297 4.58603
C -2.05465 -3.31258 5.01735
C -2.03966 -2.20336 4.18092
H -4.80083 -2.06055 -1.38074
H -7.07824 -1.23232 -0.86467
H -7.37997 0.87461 0.43868
H -5.36303 2.09449 1.21633
H -2.70743 2.51270 0.49288
H -0.55902 -3.56715 1.46418
H -0.55567 -5.55387 2.95964
H -1.52018 -5.38733 5.24126
H -2.48660 -3.23404 6.00848
H -2.45735 -1.25537 4.49931
O 3.83404 -0.74781 -2.08858
S 2.54209 -1.40948 -2.06213
O 2.02554 -1.81351 -3.33739
O 1.58150 -0.66801 -1.19369
C 2.81051 -2.85672 -1.00909
C 4.06822 -2.94506 -0.41513
C 4.32414 -3.88080 0.57771
C 3.31425 -4.72818 1.00623
C 2.06268 -4.66325 0.41954
C 1.78889 -3.74051 -0.58831
S 0.18046 -3.96388 -1.37045
O 0.47044 -4.81214 -2.49933
O -0.64307 -4.56022 -0.33919
O -0.27864 -2.62970 -1.76970
H 4.82744 -2.24950 -0.74709
H 5.31004 -3.93690 1.02463
H 3.50202 -5.44149 1.80151
H 1.25660 -5.31553 0.73610
C -3.23931 3.32940 -3.80713
C -2.76225 1.86812 -3.88246
C -3.30508 1.11831 -2.68241
C -1.24265 1.89962 -4.07844
C -0.85338 2.16752 -5.39023
C 0.41645 2.61301 -5.72565
C 1.26179 2.93028 -4.67413
C 0.93929 2.64854 -3.35032
C 1.87696 3.26125 -2.30622
C 1.15610 3.74665 -1.03712
C 3.05411 2.35979 -1.96798
C -0.24731 1.90094 -3.03615
O -0.39766 1.36603 -1.83700
H -4.33030 3.38265 -3.68567
H -2.95525 3.88910 -4.70197
H -2.77164 3.81464 -2.94344
H -3.19466 1.42220 -4.78297
H -2.99936 1.60505 -1.75561
H -2.92972 0.10265 -2.65095
H -4.39923 1.07894 -2.71998
H -1.60205 2.05698 -6.17328
H 0.70692 2.77633 -6.75741
H 2.21022 3.42426 -4.87762
H 2.28653 4.14815 -2.79228
H 0.61002 2.91376 -0.58109
H 0.42491 4.52473 -1.27649
H 1.88349 4.16803 -0.32411
H 2.72337 1.41041 -1.55491
H 3.73932 2.86146 -1.27064
H 3.62528 2.10533 -2.86360
C 3.25242 2.16689 1.90607
N 1.74068 2.01200 1.89780
C 1.21897 1.89160 3.31953
N 1.88877 0.84294 4.02677
C 3.33351 1.05728 3.99113
N 3.87585 1.11389 2.63902
C 3.71878 -0.19472 1.94021
P 1.94757 -0.82837 1.70429
C 1.30739 0.81552 1.09606
C 1.51869 -0.50324 3.50383
H 3.46928 3.13575 2.35470
H 3.56807 2.14605 0.86949
H 1.33332 2.83457 1.44905
H 0.15039 1.68820 3.24246
H 1.39229 2.85208 3.80327
H 3.81896 0.24649 4.53176
H 3.55676 2.00171 4.49230
H 4.25622 -0.95099 2.52061
H 4.20134 -0.13293 0.95949
H 0.22216 0.80929 1.10818
H 1.62830 0.95514 0.06577
H 2.03443 -1.25398 4.10912
H 0.45171 -0.64185 3.66430
*
```

## Properties
Kohn-Sham gap (alpha / beta) ... 0.2175 / 0.2174 Eh
DFT total energy ... -4826.90348 hartree
Energy above the lowest of the compared OMol25 structures with the same formula, charge and spin ... 0.0000 eV

(3)
Here is a molecular structure, C38H44MgN4O8PS3 in a non-equilibrium geometry from the OMol25 dataset. Energies are from the ωB97M-V functional and the def2-TZVPD basis.

```
! wB97M-V def2-TZVPD RIJCOSX def2/J DEFGRID3
* xyz -1 1
Mg -0.80282 -0.01487 0.41294
O -7.25729 -3.50221 0.11373
C -6.74829 -2.79330 -0.81170
O -7.20519 -2.52527 -1.97798
C -5.42477 -2.17095 -0.59141
C -4.99801 -1.21335 -1.53775
C -3.80721 -0.56971 -1.32311
N -3.01511 -0.79585 -0.26348
C -3.45279 -1.69587 0.64274
C -4.64926 -2.42417 0.50023
C -2.51434 -2.05329 1.75890
O -2.86704 -2.83667 2.65388
O -1.32672 -1.54337 1.60522
H -5.60538 -1.06889 -2.44972
H -3.42240 0.13879 -2.10144
H -4.88387 -3.12920 1.31709
O -2.24642 3.57800 2.51785
C -2.70029 4.30121 1.45230
C -3.41550 5.46057 1.67769
C -3.84868 6.25330 0.59936
C -3.62908 5.84818 -0.69276
C -2.88349 4.69426 -0.95061
C -2.44866 3.88798 0.11374
C -1.80403 2.58669 -0.15557
O -1.55105 1.84892 0.87505
N -1.50873 2.25886 -1.38705
N -0.75369 1.14397 -1.56652
C -0.53571 0.89722 -2.83179
S 0.60667 -0.34790 -3.36178
C -0.20420 -0.40837 -4.96888
C -0.71590 0.93063 -5.44016
S -1.51037 1.74545 -4.02536
H -1.91102 2.66933 2.10783
H -3.61288 5.80441 2.69337
H -4.39825 7.19316 0.74065
H -4.01419 6.38618 -1.53760
H -2.69761 4.39799 -1.98266
H -1.06063 -1.11683 -4.92868
H 0.50847 -0.86816 -5.66485
H -1.46131 0.83128 -6.20072
H 0.10704 1.56570 -5.80526
C 1.22841 -3.69395 1.32823
P 0.78501 -2.66575 -0.12958
C 2.39577 -2.67942 -0.92806
C 3.06055 -1.45048 -1.06475
C 4.38788 -1.39163 -1.46701
C 5.06926 -2.53276 -1.85812
C 4.39389 -3.75234 -1.84940
C 3.07878 -3.81926 -1.33310
C -0.16781 -3.80921 -1.14259
C 0.10564 -4.08386 -2.49530
C -0.62418 -5.03583 -3.18141
C -1.63146 -5.79748 -2.57844
C -1.95340 -5.49327 -1.26857
C -1.24653 -4.54898 -0.55834
H 0.36172 -3.65952 2.00398
H 2.08267 -3.29042 1.88328
H 1.43508 -4.72679 1.06849
H 2.57299 -0.52229 -0.83282
H 4.88436 -0.45721 -1.41278
H 6.09392 -2.43769 -2.22278
H 4.88695 -4.66893 -2.16630
H 2.62021 -4.80576 -1.16190
H 0.93378 -3.55304 -3.01189
H -0.44294 -5.19007 -4.27672
H -2.14245 -6.60929 -3.10050
H -2.85002 -5.92515 -0.80197
H -1.53176 -4.37397 0.48736
C 3.56774 -1.12596 6.17010
C 2.32249 -0.80985 5.31698
C 2.51140 -0.16566 3.97153
S 0.94027 0.61559 3.50519
O 0.79226 0.56134 1.92927
C 1.38456 2.34392 3.98167
C 1.80632 3.29429 2.86170
C 3.27814 3.13814 2.54698
H 3.28613 -1.77484 6.99229
H 4.08101 -0.24357 6.53475
H 4.31215 -1.67865 5.57614
H 1.69559 -0.10228 5.92286
H 1.74386 -1.75019 5.16179
H 2.81623 -0.83732 3.13462
H 3.26713 0.65368 4.05935
H 2.20316 2.30203 4.71328
H 0.48764 2.75554 4.46060
H 1.53415 4.31353 3.14720
H 1.17866 3.09865 1.98281
H 3.85097 3.12214 3.48931
H 3.70072 3.89222 1.87916
H 3.38569 2.18784 1.99978
C 2.21119 4.72392 -1.36175
C 2.59214 3.26022 -1.62432
N 3.49939 2.93338 -2.55155
O 2.08463 2.36092 -0.88337
H 2.95368 5.44130 -1.65637
H 1.94821 4.75525 -0.31226
H 1.28585 4.93065 -1.96792
H 3.63329 3.51409 -3.37295
H 3.52902 1.92018 -2.76162
*
```

## Properties
Kohn-Sham gap ... 0.2270 Eh
DFT total energy ... -4031.60989 hartree